(1)
C13H40F6O7P | ωB97M-V with the def2-TZVPD basis set

ORCA input file:
```
! wB97M-V def2-TZVPD RIJCOSX def2/J DEFGRID3
* xyz -1 1
P -0.342 -0.203 0.380
F -0.274 0.717 -0.969
F 1.225 -0.579 0.202
F -0.035 1.017 1.382
F -0.496 -1.143 1.676
F -1.932 0.224 0.420
F -0.714 -1.462 -0.575
C 0.224 2.650 -4.293
O -0.992 3.404 -4.372
H 0.031 1.841 -3.586
H 0.445 2.264 -5.282
H 1.060 3.222 -3.885
H -1.056 3.908 -3.553
C 4.104 -3.688 -2.491
C 3.390 -2.662 -1.607
C 3.613 -1.221 -2.104
O 1.999 -2.908 -1.782
H 5.186 -3.543 -2.507
H 3.820 -3.453 -3.525
H 3.726 -4.690 -2.299
H 3.728 -2.822 -0.575
H 4.677 -0.971 -2.111
H 3.099 -0.632 -1.339
H 3.150 -1.004 -3.063
H 1.577 -2.047 -1.667
C 1.315 -1.917 5.226
C 2.238 -1.114 4.298
C 1.776 0.317 4.068
O 3.577 -1.088 4.802
H 1.941 -2.383 5.994
H 0.925 -2.758 4.654
H 0.558 -1.342 5.751
H 2.207 -1.616 3.326
H 0.710 0.451 3.870
H 2.288 0.726 3.194
H 1.988 0.983 4.909
H 4.181 -1.199 4.065
C -3.029 2.217 4.623
C -3.383 2.882 3.303
C -2.392 4.011 2.980
O -3.376 1.918 2.264
H -3.570 1.288 4.806
H -3.108 2.854 5.507
H -1.971 1.930 4.574
H -4.404 3.262 3.349
H -1.344 3.741 3.089
H -2.636 4.876 3.604
H -2.562 4.310 1.944
H -2.519 1.472 2.193
C -2.358 -1.416 -3.887
C -1.251 -1.435 -4.915
C 0.108 -1.072 -4.346
O -1.301 -2.738 -5.523
H -3.360 -1.142 -4.236
H -2.270 -0.681 -3.081
H -2.453 -2.388 -3.402
H -1.488 -0.726 -5.718
H 0.792 -0.687 -5.109
H 0.658 -1.834 -3.788
H 0.048 -0.280 -3.597
H -0.752 -2.707 -6.313
O -1.427 3.332 -0.647
H -0.775 2.619 -0.538
H -2.272 2.869 -0.637
O -3.724 -0.919 2.338
H -2.886 -0.804 1.866
H -3.914 -0.029 2.667
*
```

Computed properties:
orbital gap	10.44	eV

Mulliken population analysis, charges in e, atoms 1 to 6:
1 P 1.616
2 F -0.409
3 F -0.367
4 F -0.372
5 F -0.395
6 F -0.445


(2)
C13H40N8O7 | ωB97M-V with the def2-TZVPD basis set

ORCA input file:
```
! wB97M-V def2-TZVPD RIJCOSX def2/J DEFGRID3
* xyz 0 1
C 1.978 -3.308 -7.331
C 1.088 -3.557 -6.082
C -0.115 -4.466 -6.393
O 1.985 -4.323 -5.328
H 2.894 -2.735 -7.187
H 1.398 -2.574 -7.891
H 2.003 -4.120 -8.057
H 0.746 -2.707 -5.492
H -0.610 -4.699 -5.450
H 0.107 -5.438 -6.834
H -0.805 -4.101 -7.153
H 1.439 -4.655 -4.612
C -6.036 6.757 7.107
C -5.070 5.800 6.417
C -4.295 6.441 5.265
O -4.182 5.299 7.410
H -5.561 7.698 7.386
H -6.474 6.293 7.991
H -6.832 6.921 6.381
H -5.610 5.011 5.894
H -4.927 6.818 4.461
H -3.683 5.619 4.893
H -3.693 7.234 5.710
H -4.473 4.389 7.318
C -2.652 5.848 -2.628
C -3.150 7.142 -3.210
C -3.194 7.342 -4.636
O -4.388 7.469 -2.655
H -3.175 5.017 -3.101
H -2.593 5.747 -1.544
H -1.647 5.699 -3.022
H -2.473 7.927 -2.873
H -2.716 8.243 -5.019
H -4.162 7.272 -5.132
H -2.670 6.526 -5.133
H -4.748 8.165 -3.210
C 7.418 1.622 -0.157
O 6.847 0.716 -0.782
N 6.830 2.618 0.475
N 8.732 1.729 -0.195
H 5.847 2.487 0.665
H 7.403 3.397 0.766
H 9.236 2.530 0.158
H 9.111 0.938 -0.696
C 0.928 0.301 1.268
O 1.397 1.401 1.556
N -0.284 -0.041 1.608
N 1.558 -0.654 0.680
H -0.958 0.550 2.074
H -0.506 -1.025 1.650
H 2.461 -0.614 0.229
H 0.939 -1.452 0.695
C 4.789 -7.720 1.681
O 3.795 -7.410 0.966
N 5.194 -8.892 2.162
N 5.770 -6.880 1.820
H 6.084 -9.102 2.590
H 4.583 -9.665 1.940
H 5.576 -5.926 1.550
H 6.402 -7.160 2.556
C -2.740 -7.241 2.364
O -2.550 -6.072 2.130
N -1.840 -8.188 2.354
N -3.974 -7.597 2.311
H -0.892 -7.927 2.127
H -1.972 -9.131 2.692
H -4.149 -8.578 2.477
H -4.746 -7.012 2.025
*
```

Computed properties:
ΔE to the lowest compared entry with this formula, charge and spin	5.115	eV
structure (SMILES)	NC(N)=O.NC(N)=O.NC(N)=O.NC(N)=O.CC(C)O.CC(C)O.CC(C)O
orbital gap	9.75	eV

Mulliken population analysis, charges in e, atoms 1 to 6:
1 C -1.290
2 C 0.520
3 C -1.373
4 O -0.524
5 H 0.352
6 H 0.379


(3)
C13H40N8O7 | ωB97M-V with the def2-TZVPD basis set

ORCA input file:
```
! wB97M-V def2-TZVPD RIJCOSX def2/J DEFGRID3
* xyz 0 1
C -0.374 7.132 4.335
O -0.260 6.320 3.420
N -1.417 7.860 4.372
N 0.501 7.419 5.202
H -1.615 8.613 5.015
H -1.973 7.789 3.532
H 1.411 6.989 5.114
H 0.241 8.044 5.952
C 0.338 0.812 -7.173
O -0.430 0.240 -6.342
N -0.026 1.558 -8.135
N 1.556 0.490 -7.304
H 0.637 1.978 -8.770
H -0.963 1.911 -8.260
H 1.910 -0.363 -6.895
H 1.950 0.782 -8.187
C -6.255 -1.182 2.876
O -7.090 -1.821 3.445
N -5.190 -0.704 3.427
N -6.316 -0.803 1.618
H -4.547 -0.184 2.846
H -4.948 -0.852 4.397
H -5.483 -0.534 1.116
H -7.169 -1.001 1.114
C 1.955 2.132 6.858
O 1.985 1.194 7.604
N 2.929 2.974 6.848
N 0.960 2.365 6.120
H 2.820 3.835 6.332
H 3.646 2.903 7.555
H 0.234 1.673 6.001
H 1.142 3.030 5.382
C 5.462 -1.967 -1.253
C 5.328 -3.460 -1.671
C 5.336 -4.522 -0.696
O 4.256 -3.628 -2.530
H 6.458 -1.612 -1.519
H 5.284 -1.704 -0.211
H 4.654 -1.427 -1.747
H 6.234 -3.522 -2.275
H 5.383 -5.492 -1.191
H 4.436 -4.605 -0.087
H 6.207 -4.309 -0.075
H 3.466 -3.458 -2.012
C -2.586 -4.511 -2.294
C -1.363 -4.596 -3.180
C -1.788 -4.646 -4.669
O -0.624 -3.438 -3.054
H -2.349 -4.427 -1.234
H -3.254 -5.345 -2.510
H -3.241 -3.664 -2.495
H -0.798 -5.488 -2.910
H -2.529 -3.875 -4.878
H -2.166 -5.649 -4.867
H -0.906 -4.624 -5.310
H -1.095 -2.774 -3.562
C 0.296 0.458 1.104
C -0.839 1.415 0.614
C -1.846 0.815 -0.469
O -1.536 1.783 1.783
H 1.025 0.342 0.303
H 0.014 -0.565 1.351
H 0.878 0.840 1.943
H -0.399 2.337 0.232
H -1.391 0.741 -1.457
H -2.712 1.476 -0.461
H -2.209 -0.166 -0.162
H -1.247 2.663 2.036
*
```

Computed properties:
ΔE to the lowest compared entry with this formula, charge and spin	4.826	eV
structure (SMILES)	NC(N)=O.NC(N)=O.NC(N)=O.NC(N)=O.CC(C)O.CC(C)O.CC(C)O
orbital gap	9.67	eV

Mulliken population analysis, charges in e, atoms 1 to 6:
1 C 0.712
2 O -0.704
3 N -0.401
4 N -0.375
5 H 0.161
6 H 0.224